(1)
# C46H60F49NO6P3S

7 unconnected molecules or ions with the total composition C46H60F49NO6P3S at a distorted geometry (wB97M-V/def2-TZVPD, the Open Molecules 2025 dataset).

Each line ends with the Löwdin charge.
Cartesian coordinates (Å):
C: 0.610 -4.983 1.054  0.020
C: 0.184 -4.856 -0.290  -0.204
P: -0.540 -4.734 -2.093  0.216
C: 1.046 -5.503 -2.868  -0.439
C: 1.988 -6.417 -1.938  -0.394
C: 2.708 -7.499 -3.005  -0.146
C: 3.317 -5.647 -1.275  -0.119
N: -2.068 -4.054 -1.513  -0.289
C: -2.517 -4.406 -0.155  -0.299
C: -4.157 -4.041 -0.114  -0.228
C: -5.112 -5.373 -0.115  -0.165
P: -1.163 -4.507 -4.224  0.212
S: -2.206 -2.929 -4.604  0.049
C: 0.249 -2.975 -2.122  -0.357
F: 1.698 -2.990 -1.680  -0.184
C: -0.433 -1.862 -1.138  -0.218
C: -1.573 -0.891 -1.883  -0.152
P: -1.327 -6.747 -2.100  0.813
C: -3.128 -6.910 -2.672  -0.464
C: -3.339 -8.206 -3.710  -0.200
C: -1.122 -7.794 -0.591  -0.462
C: -0.376 -9.223 -1.044  -0.210
H: 1.134 -5.187 2.081  0.030
H: 0.623 -6.241 -3.712  0.031
H: 1.684 -4.726 -3.514  0.099
H: 1.492 -7.116 -1.151  0.100
H: 1.865 -8.029 -3.649  0.071
H: 3.325 -8.303 -2.420  0.074
H: 3.418 -6.891 -3.747  0.081
H: 3.798 -4.887 -2.055  0.089
H: 4.056 -6.530 -0.988  0.070
H: 3.062 -5.087 -0.276  0.053
H: -2.880 -4.205 -2.149  0.019
H: -2.467 -5.507 0.206  0.085
H: -2.103 -3.739 0.745  0.107
H: -4.412 -3.462 0.899  0.083
H: -4.447 -3.262 -0.972  0.118
H: -6.162 -5.041 0.322  0.069
H: -4.667 -6.294 0.461  0.074
H: -5.328 -5.661 -1.253  0.066
H: -1.760 -5.703 -4.759  -0.056
H: 0.091 -4.340 -4.977  -0.025
H: 0.297 -2.539 -3.232  0.089
H: 0.435 -1.075 -0.891  0.110
H: -0.774 -2.247 -0.088  0.088
H: -1.159 -0.582 -2.933  0.036
H: -2.591 -1.471 -1.904  0.049
H: -1.630 0.083 -1.195  0.064
H: -3.552 -5.979 -3.240  0.062
H: -3.769 -7.211 -1.712  0.058
H: -3.418 -9.149 -2.982  0.069
H: -4.378 -8.138 -4.251  0.064
H: -2.425 -8.378 -4.419  0.059
H: -2.194 -8.142 -0.196  0.076
H: -0.538 -7.423 0.339  0.056
H: -1.062 -10.144 -0.820  0.058
H: 0.012 -9.153 -2.150  0.048
H: 0.585 -9.352 -0.357  0.064
C: -3.087 2.923 2.869  -0.062
C: -2.780 2.466 4.303  -0.424
C: -1.575 1.543 4.438  -0.286
F: -1.736 0.385 3.758  0.090
F: -1.381 1.194 5.739  0.088
F: -3.896 1.907 4.843  0.125
F: -2.537 3.595 5.043  0.097
O: -4.107 2.194 2.182  0.020
C: -3.674 0.998 1.535  -0.472
C: -4.329 -0.261 2.115  -0.256
F: -4.051 -0.408 3.436  0.088
F: -3.868 -1.382 1.496  0.083
F: -2.321 0.946 1.551  0.126
F: -4.025 1.139 0.228  0.132
H: -3.491 3.941 2.948  0.138
H: -2.182 3.036 2.260  0.139
H: -0.662 2.030 4.088  0.176
H: -5.416 -0.227 2.001  0.177
C: -6.851 6.892 0.613  -0.055
C: -5.764 7.665 1.374  -0.428
C: -4.830 8.490 0.496  -0.288
F: -4.133 7.724 -0.373  0.087
F: -3.906 9.139 1.256  0.086
F: -5.070 6.802 2.163  0.115
F: -6.404 8.520 2.234  0.101
O: -6.574 5.513 0.352  0.034
C: -5.801 5.256 -0.818  -0.470
C: -4.448 4.606 -0.504  -0.259
F: -3.689 5.391 0.302  0.078
F: -3.726 4.405 -1.639  0.105
F: -5.684 6.397 -1.538  0.121
F: -6.551 4.412 -1.577  0.143
H: -7.731 6.870 1.268  0.151
H: -7.193 7.420 -0.285  0.147
H: -5.381 9.245 -0.069  0.175
H: -4.582 3.641 -0.006  0.156
C: -0.157 9.543 3.853  -0.054
C: 0.150 9.086 5.287  -0.429
C: 1.356 8.163 5.422  -0.288
F: 1.195 7.005 4.742  0.089
F: 1.549 7.814 6.723  0.079
F: -0.966 8.527 5.827  0.128
F: 0.394 10.215 6.027  0.095
O: -1.177 8.813 3.166  0.031
C: -0.743 7.618 2.519  -0.471
C: -1.398 6.358 3.099  -0.260
F: -1.120 6.211 4.420  0.088
F: -0.938 5.238 2.481  0.091
F: 0.610 7.566 2.535  0.123
F: -1.095 7.759 1.212  0.141
H: -0.560 10.560 3.932  0.151
H: 0.749 9.656 3.245  0.147
H: 2.269 8.650 5.072  0.175
H: -2.485 6.393 2.985  0.164
C: 3.124 9.549 9.483  -0.056
C: 4.492 8.891 9.246  -0.429
C: 4.599 7.446 9.719  -0.288
F: 4.410 7.327 11.053  0.084
F: 5.840 6.949 9.466  0.090
F: 5.463 9.666 9.797  0.123
F: 4.722 8.914 7.894  0.097
O: 3.017 10.371 10.648  0.031
C: 2.713 9.681 11.859  -0.477
C: 3.830 9.793 12.903  -0.265
F: 5.000 9.280 12.443  0.087
F: 3.520 9.097 14.029  0.093
F: 2.384 8.399 11.572  0.124
F: 1.577 10.259 12.336  0.136
H: 2.966 10.243 8.648  0.150
H: 2.295 8.836 9.406  0.143
H: 3.877 6.806 9.206  0.175
H: 4.006 10.836 13.180  0.175
C: 6.354 -10.541 -6.687  -0.058
C: 7.375 -9.922 -7.654  -0.431
C: 8.175 -8.758 -7.083  -0.292
F: 7.387 -7.715 -6.735  0.087
F: 9.051 -8.278 -8.008  0.087
F: 6.744 -9.573 -8.807  0.124
F: 8.256 -10.915 -8.000  0.095
O: 5.003 -10.098 -6.833  0.031
C: 4.677 -8.891 -6.147  -0.476
C: 4.272 -7.758 -7.098  -0.262
F: 5.266 -7.456 -7.971  0.084
F: 4.000 -6.616 -6.412  0.093
F: 5.701 -8.552 -5.327  0.120
F: 3.634 -9.201 -5.330  0.128
H: 6.314 -11.612 -6.924  0.149
H: 6.688 -10.506 -5.643  0.147
H: 8.754 -9.065 -6.209  0.173
H: 3.385 -8.030 -7.677  0.177
C: 2.184 0.339 -4.646  -0.048
C: 2.979 0.494 -5.951  -0.429
C: 3.540 1.889 -6.200  -0.293
F: 2.567 2.823 -6.303  0.081
F: 4.228 1.928 -7.374  0.084
F: 2.214 0.073 -6.994  0.126
F: 4.032 -0.383 -5.888  0.100
O: 0.762 0.425 -4.764  0.024
C: 0.225 1.746 -4.744  -0.475
C: -0.480 2.120 -6.054  -0.260
F: 0.365 2.056 -7.115  0.084
F: -0.950 3.395 -6.011  0.086
F: 1.200 2.621 -4.401  0.117
F: -0.670 1.765 -3.719  0.131
H: 2.364 -0.684 -4.293  0.152
H: 2.569 0.977 -3.841  0.147
H: 4.228 2.188 -5.405  0.172
H: -1.321 1.449 -6.253  0.179

The value obtained for the calculated total energy is -234296.4399 eV. As for the molecular weight: 1778.9 g mol⁻¹. Its net charge is -1.

(2)
# C46H60N5ORbSSiTe

A molecular structure, C46H60N5ORbSSiTe at a distorted geometry (wB97M-V/def2-TZVPD, the Open Molecules 2025 dataset).

Each line ends with the Löwdin charge.
Cartesian coordinates (Å):
Rb: 0.149 0.143 -0.989  0.513
C: 2.495 0.704 1.008  -0.352
Si: 1.942 1.174 2.586  0.512
C: 0.700 2.692 2.409  -0.244
N: -0.394 2.496 1.450  -0.205
C: -0.949 3.755 0.967  -0.217
C: -1.737 4.580 2.000  -0.173
C: -2.593 3.639 2.883  -0.205
C: -2.818 2.327 2.178  -0.190
C: -1.485 1.605 1.957  -0.165
C: 1.079 -0.232 3.553  -0.258
C: 1.084 -1.537 3.062  -0.093
C: 0.403 -2.560 3.677  -0.075
C: -0.314 -2.302 4.849  -0.097
C: -0.304 -1.041 5.388  -0.112
C: 0.388 -0.020 4.759  -0.127
C: 3.211 1.812 3.947  -0.204
C: 3.606 0.956 4.986  -0.110
C: 4.482 1.334 5.977  -0.114
C: 5.024 2.612 5.960  -0.131
C: 4.651 3.487 4.952  -0.124
C: 3.787 3.085 3.940  -0.111
H: 3.044 -0.255 0.873  -0.045
H: 2.774 1.475 0.274  -0.068
H: 1.405 3.432 1.957  0.077
H: 0.396 3.159 3.360  0.076
H: -1.587 3.536 0.108  0.098
H: -0.135 4.369 0.568  0.116
H: -2.387 5.277 1.467  0.096
H: -1.060 5.172 2.619  0.094
H: -3.579 4.110 3.095  0.106
H: -2.130 3.453 3.831  0.093
H: -3.320 2.538 1.238  0.100
H: -3.494 1.701 2.759  0.113
H: -1.610 0.743 1.282  0.089
H: -1.153 1.184 2.905  0.099
H: 1.604 -1.701 2.115  0.095
H: 0.412 -3.553 3.247  0.093
H: -0.853 -3.113 5.326  0.089
H: -0.845 -0.823 6.318  0.097
H: 0.350 0.963 5.214  0.100
H: 3.212 -0.040 5.036  0.088
H: 4.733 0.655 6.769  0.086
H: 5.671 2.946 6.762  0.083
H: 5.045 4.506 4.916  0.089
H: 3.548 3.770 3.143  0.087
C: -0.924 2.033 -5.115  0.004
C: -1.552 2.431 -3.808  -0.506
O: -0.941 2.610 -2.759  0.001
N: -2.913 2.657 -3.899  0.058
C: -3.760 2.826 -2.738  -0.140
C: -4.481 1.560 -2.407  -0.281
C: -5.843 1.382 -2.749  -0.040
C: -6.443 0.156 -2.529  -0.087
C: -5.677 -0.834 -1.930  -0.058
C: -4.351 -0.568 -1.608  -0.107
N: -3.745 0.598 -1.860  0.141
H: 0.038 1.543 -4.921  0.063
H: -0.772 2.901 -5.753  0.084
H: -1.535 1.326 -5.651  0.064
H: -3.340 2.338 -4.767  0.138
H: -4.491 3.633 -2.891  0.116
H: -3.076 3.076 -1.911  0.116
H: -6.367 2.209 -3.205  0.094
H: -7.481 -0.031 -2.773  0.097
H: -6.097 -1.803 -1.679  0.106
H: -3.730 -1.337 -1.170  0.021
C: 4.559 0.444 -6.040  0.025
Te: 2.942 -1.476 -3.855  1.169
C: 3.322 0.605 -3.412  -0.463
C: 4.727 0.967 -3.606  -0.311
C: 5.525 1.351 -2.545  -0.047
C: 6.882 1.600 -2.708  -0.095
C: 7.485 1.385 -3.963  -0.111
C: 6.699 0.938 -5.001  -0.078
C: 5.306 0.804 -4.901  -0.317
H: 3.486 0.458 -6.078  0.013
H: 5.096 0.286 -6.977  0.050
H: 3.008 0.783 -2.375  0.037
H: 2.648 1.130 -4.091  0.050
H: 5.059 1.451 -1.578  0.109
H: 7.470 1.982 -1.884  0.088
H: 8.533 1.568 -4.053  0.078
H: 7.127 0.742 -5.983  0.099
C: -1.319 -1.820 -4.929  -0.106
C: 0.096 -2.291 -4.585  -0.786
C: 0.702 -2.995 -5.851  -0.119
C: 0.015 -3.337 -3.458  -0.098
C: 0.812 -1.002 -4.132  -0.504
H: -1.995 -2.638 -5.254  0.079
H: -1.291 -1.097 -5.757  0.062
H: -1.780 -1.316 -4.066  0.073
H: 0.001 -3.775 -6.191  0.064
H: 1.677 -3.455 -5.650  0.036
H: 0.845 -2.248 -6.646  0.070
H: -0.479 -4.252 -3.804  0.077
H: -0.548 -2.908 -2.625  0.055
H: 1.017 -3.569 -3.083  0.040
H: 0.876 -0.382 -5.040  -0.046
C: -1.137 -6.754 3.550  -0.071
C: -1.959 -5.528 3.319  -0.355
C: -2.729 -4.878 4.237  -0.077
C: -3.386 -3.693 3.916  -0.398
N: -3.338 -3.145 2.668  0.060
C: -2.527 -3.684 1.786  -0.882
S: -2.272 -3.155 0.169  0.463
N: -1.790 -4.836 2.132  0.026
C: -4.224 -2.986 4.934  -0.080
H: -1.496 -7.255 4.450  0.065
H: -0.074 -6.506 3.649  0.066
H: -1.234 -7.457 2.693  0.074
H: -2.783 -5.302 5.231  0.098
H: -1.270 -5.253 1.393  0.083
H: -4.050 -3.419 5.911  0.055
H: -5.277 -3.069 4.649  0.061
H: -3.927 -1.932 4.873  0.067

The value obtained for the calculated total energy is -84833.0041 eV. As for the molecular weight: 972.2 g mol⁻¹. Its net charge is -2.

(3)
# C46H60N5S4Tl

A molecular structure, C46H60N5S4Tl (wB97M-V/def2-TZVPD, the Open Molecules 2025 dataset).

Each line ends with the Löwdin charge.
Cartesian coordinates (Å):
Tl: -1.549 0.015 -1.089  0.753
C: -0.618 -4.069 -1.812  -0.497
C: -2.043 -4.412 -2.223  -0.502
S: -3.299 -3.157 -1.790  0.792
C: -4.166 -2.984 -3.386  -0.519
C: -3.912 -1.671 -4.135  -0.514
S: -2.217 -1.033 -4.106  0.755
C: -1.200 -2.357 -4.828  -0.481
C: 0.133 -2.484 -4.089  -0.491
S: 0.069 -2.459 -2.275  0.774
H: 0.058 -4.838 -2.192  0.085
H: -0.547 -4.051 -0.725  0.058
H: -2.323 -5.332 -1.709  0.077
H: -2.112 -4.591 -3.293  0.054
H: -5.232 -3.064 -3.170  0.069
H: -3.899 -3.841 -4.003  0.066
H: -4.468 -0.853 -3.676  0.073
H: -4.237 -1.766 -5.172  0.078
H: -1.005 -2.078 -5.864  0.078
H: -1.765 -3.287 -4.821  0.060
H: 0.768 -1.626 -4.325  0.068
H: 0.652 -3.393 -4.395  0.086
C: 2.882 -3.483 3.393  -0.043
C: 1.458 -2.930 3.460  -0.365
C: 0.581 -3.746 4.414  -0.055
C: 1.437 -1.438 3.853  -0.271
C: 1.997 -1.352 5.239  -0.038
C: 2.146 -0.259 5.974  -0.068
C: 1.755 1.080 5.593  -0.047
C: 1.180 1.525 4.465  -0.093
C: 0.919 3.032 4.490  -0.369
C: -0.577 3.357 4.621  -0.063
C: 1.678 3.791 3.391  -0.043
C: 0.831 0.626 3.247  -0.243
N: 0.088 1.399 2.272  0.123
C: 0.433 1.630 1.061  -0.147
C: -0.101 2.685 0.197  -0.187
C: -0.573 3.879 0.777  -0.059
C: -0.519 5.082 0.117  -0.103
C: 0.077 5.127 -1.151  -0.088
C: 0.463 3.977 -1.786  -0.048
C: 0.244 2.691 -1.199  -0.333
N: 0.326 1.538 -1.887  -0.051
C: 1.028 1.516 -3.118  -0.180
C: 0.565 2.014 -4.368  -0.105
C: 1.437 1.899 -5.460  -0.065
C: 2.662 1.271 -5.394  -0.084
C: 3.100 0.776 -4.179  -0.049
C: 2.320 0.917 -3.045  -0.134
C: 2.869 0.479 -1.697  -0.381
C: 3.531 1.661 -0.977  -0.039
C: 3.847 -0.693 -1.774  -0.071
C: -0.688 2.873 -4.689  -0.339
C: -1.856 2.943 -3.698  -0.070
C: -1.319 2.548 -6.060  -0.078
H: 2.852 -4.529 3.082  0.084
H: 3.395 -3.435 4.355  0.075
H: 3.478 -2.928 2.663  0.078
H: 1.036 -3.065 2.474  0.104
H: 0.986 -3.779 5.428  0.075
H: 0.493 -4.770 4.049  0.082
H: -0.429 -3.334 4.469  0.065
H: 2.334 -2.286 5.667  0.097
H: 2.593 -0.360 6.956  0.104
H: 1.951 1.827 6.355  0.106
H: 1.355 3.378 5.428  0.111
H: -1.151 2.929 3.811  0.038
H: -0.728 4.440 4.649  0.079
H: -0.952 2.940 5.560  0.079
H: 1.406 3.482 2.389  0.045
H: 2.751 3.631 3.519  0.083
H: 1.484 4.863 3.471  0.082
H: 1.321 1.158 0.634  0.100
H: -0.894 3.850 1.801  0.090
H: -0.842 5.991 0.608  0.094
H: 0.216 6.085 -1.639  0.104
H: 0.897 4.019 -2.776  0.108
H: 1.161 2.347 -6.404  0.095
H: 3.283 1.196 -6.278  0.100
H: 4.073 0.306 -4.119  0.101
H: 2.010 0.161 -1.105  0.079
H: 4.403 2.006 -1.539  0.089
H: 3.860 1.364 0.024  0.074
H: 2.843 2.499 -0.869  0.071
H: 4.747 -0.436 -2.336  0.071
H: 3.382 -1.565 -2.240  0.077
H: 4.168 -0.971 -0.767  0.064
H: -0.286 3.890 -4.774  0.133
H: -2.219 1.948 -3.452  0.030
H: -2.678 3.484 -4.175  0.084
H: -1.610 3.463 -2.782  0.055
H: -2.045 1.745 -5.959  0.063
H: -0.603 2.247 -6.820  0.053
H: -1.845 3.431 -6.429  0.082
C: -5.365 -2.736 2.559  -0.040
N: -4.176 -1.917 2.665  -0.127
C: -4.153 -0.588 3.057  -0.044
C: -2.875 -0.190 3.079  -0.031
N: -2.101 -1.276 2.680  0.010
C: -2.907 -2.369 2.438  -0.749
S: -2.465 -3.941 2.103  0.598
C: -0.690 -1.190 2.482  -0.255
C: 0.070 -0.683 3.675  -0.051
C: 2.062 -0.343 2.884  -0.080
C: 2.091 -0.850 1.489  -0.043
C: 1.055 -1.426 0.876  -0.168
N: -0.275 -1.486 1.319  0.124
H: -5.961 -2.644 3.466  0.093
H: -5.044 -3.766 2.437  0.039
H: -5.957 -2.440 1.694  0.093
H: -5.053 -0.043 3.282  0.123
H: -2.429 0.767 3.294  0.117
H: -0.570 -0.604 4.552  0.159
H: 3.030 0.038 3.202  0.151
H: 3.032 -0.792 0.953  0.098
H: 1.183 -1.827 -0.122  0.041

The value obtained for the calculated total energy is -104159.0257 eV. As for the molecular weight: 1015.7 g mol⁻¹. Its net charge is 0.